No. 1
Formula: C6H12O
Source: the Open Molecules 2025 dataset
Level of theory: ωB97M-V/def2-TZVPD

Bonds (Å) are listed after each position.
Cartesian coordinates (Å):
1 C 2.94137 -0.37697 0.45031  C2 1.503, C6 1.533, H8 1.081, H9 1.081
2 C 1.74444 -1.01342 -0.19900  C1 1.503, C6 1.612, H10 1.080, H11 1.080
3 C -1.38942 0.96737 -0.07982  C4 1.639, C5 1.515, H12 1.088, H13 1.090
4 C -2.00856 -0.24072 0.83778  C3 1.639, H14 1.088, H15 1.087, H16 1.090
5 C -1.25765 0.55428 -1.53192  C3 1.515, H17 1.091, H18 1.090, H19 1.088
6 C 1.59994 -0.15274 1.15692  C1 1.533, C2 1.612, O7 1.185
7 O 1.19467 0.57026 2.00370  C6 1.185
8 H 3.65154 -1.00128 0.97419  C1 1.081
9 H 3.36548 0.49408 -0.02968  C1 1.081
10 H 1.66159 -2.08902 -0.14497  C2 1.080
11 H 1.38638 -0.60299 -1.13124  C2 1.080
12 H -0.44723 1.30856 0.34288  C3 1.088
13 H -2.05700 1.81786 0.05798  C3 1.090
14 H -2.19065 0.06696 1.86537  C4 1.088
15 H -1.51922 -1.20911 0.76797  C4 1.087
16 H -2.98593 -0.38442 0.37722  C4 1.090
17 H -2.20003 0.71107 -2.05796  C5 1.091
18 H -1.04151 -0.50917 -1.63522  C5 1.090
19 H -0.44820 1.08941 -2.02452  C5 1.088

HOMO-LUMO gap (eV): 9.6
LUMO level (Ha): 0.032
SMILES string: O=C1CC1.CCC
Total energy (hartree): -310.9470
Energy above the lowest of the compared OMol25 structures with the same formula, charge and spin (kJ/mol): 294.66

No. 2
Formula: C6H12O
Source: the Open Molecules 2025 dataset
Level of theory: ωB97M-V/def2-TZVPD

Bonds (Å) are listed after each position.
Cartesian coordinates (Å):
1 C -2.17906 -0.17895 0.91253  C2 1.528, H8 1.095, H9 1.095, H10 1.095
2 C -1.20256 0.83242 0.31478  C1 1.528, C3 1.514, H11 1.092, H12 1.094
3 C -0.41835 0.27492 -0.85449  C2 1.514, C4 1.504, C5 1.495, H13 1.085
4 C 0.96232 0.75810 -1.20394  C3 1.504, C5 1.501, H14 1.082, H15 1.088
5 C 0.75626 -0.63274 -0.67715  C3 1.495, C4 1.501, C6 1.509, H16 1.103
6 C 1.31976 -0.96100 0.68310  C5 1.509, O7 1.361, H18 1.076
7 O 2.60001 -1.41952 0.63675  C6 1.361
8 H -2.88832 -0.53508 0.15824  C1 1.095
9 H -2.75709 0.25821 1.73384  C1 1.095
10 H -1.65110 -1.05426 1.30605  C1 1.095
11 H -0.52745 1.19673 1.09243  C2 1.092
12 H -1.74643 1.71478 -0.03573  C2 1.094
13 H -1.03876 0.01516 -1.70567  C3 1.085
14 H 1.25436 0.88500 -2.23834  C4 1.082
15 H 1.41443 1.47996 -0.52670  C4 1.088
16 H 0.86832 -1.45312 -1.40546  C5 1.103
17 H 1.41788 0.46231 1.68676  no bonds
18 H 0.79316 -1.60245 1.36802  C6 1.076
19 H 3.01123 -0.03469 0.81036  no bonds

HOMO-LUMO gap (spin up / spin down) (eV): 8.4 / 8.4
LUMO level (spin up / spin down) (Ha): -0.028 / -0.028
Total energy (hartree): -310.8223
Energy above the lowest of the compared OMol25 structures with the same formula, charge and spin (kJ/mol): 622.17

Question: Which of these has the highest energy above the lowest of the compared OMol25 structures with the same formula, charge and spin?
Answer: number 2